Below is a molecular structure, C3H14NO4 at a distorted geometry, with properties calculated with ωB97M-V with the def2-TZVPD basis set.

Positions of all 22 atoms, in Å:
C -3.56395 0.71519 -1.82280
N -2.24180 1.21412 -1.46296
C -1.35726 -0.22970 -1.06287
C -0.19198 0.47177 -0.32209
O 0.84920 -0.44650 -0.07226
H -4.04931 0.12173 -1.02903
H -3.56665 0.11813 -2.74630
H -4.22904 1.55847 -1.99993
H -1.49643 0.69373 -2.06605
H -0.88140 -0.89166 -1.79212
H -1.90828 -0.71604 -0.26217
H -0.60583 0.76042 0.65118
H 0.19078 1.39404 -0.76506
H 1.47385 -0.19448 0.69159
H 3.16983 -0.65811 2.01456
O 2.56950 0.06737 1.82795
H 0.09925 -2.67672 -0.49666
H -0.57649 -3.61185 -1.48253
O -0.10257 -3.61345 -0.64873
H 2.93399 1.33279 2.63795
H 3.71772 2.64592 2.42372
O 3.17455 2.23524 3.08745

Cartesian forces, eV/Å:
C -0.364 -0.178 -0.460
N 1.979 -3.690 -0.424
C 1.043 1.902 3.703
C 0.520 -0.807 1.773
O -0.564 -0.583 -1.013
H 0.292 0.069 -0.088
H -0.104 -0.059 0.145
H 0.052 0.254 -0.043
H -1.555 2.966 -1.893
H -0.779 -0.008 -0.629
H -0.302 -0.507 -0.579
H -0.113 0.338 -0.116
H -0.260 -0.064 -0.600
H 0.418 0.105 0.398
H -0.064 -0.048 -0.053
O -0.332 0.130 -0.213
H 0.292 0.087 0.249
H -0.053 -0.058 -0.098
O -0.079 0.148 -0.034
H -0.055 0.180 0.061
H 0.288 0.267 -0.340
O -0.263 -0.447 0.255

LUMO	3.116	eV
ΔE to the lowest compared entry with this formula, charge and spin	386.1	kJ/mol
HOMO level	-4.48	eV
HOMO-LUMO gap	7.59	eV
2S+1	1
total charge	-1

Below is a molecular structure, C42H46Cl2N5O2P2Tb at a distorted geometry, with properties calculated with ωB97M-V with the def2-TZVPD basis set.

Positions of all 100 atoms, in Å:
Tb -0.49336 0.07866 -0.36311
Cl -6.46542 -0.92493 -4.29987
C -4.91081 -0.34612 -3.79062
C -4.53386 -0.57316 -2.46917
C -3.29413 -0.07663 -2.04365
N -2.78424 -0.32132 -0.76356
C -3.60984 -0.52515 0.29282
O -4.83658 -0.28389 0.32776
C -3.00986 -1.13176 1.50051
C -3.85688 -1.67626 2.49001
C -3.27825 -2.31034 3.56722
C -1.89267 -2.31601 3.67776
C -1.13370 -1.69105 2.71102
N -1.66694 -1.10743 1.63131
C -2.41371 0.57955 -2.95811
C -2.80547 0.77114 -4.28866
C -4.06714 0.33302 -4.67133
Cl -4.54527 0.60847 -6.30914
N -1.13394 0.86745 -2.51565
C -0.39177 1.85967 -3.06483
O -0.81890 2.76657 -3.81467
C 1.03430 1.87995 -2.69186
C 1.87651 2.88554 -3.23552
C 3.23135 2.77800 -2.98415
C 3.69840 1.73217 -2.20775
C 2.80879 0.81344 -1.71249
N 1.48330 0.97045 -1.81804
H -5.18822 -1.12407 -1.81074
H -4.92740 -1.57505 2.35937
H -3.87991 -2.76025 4.33215
H -1.40623 -2.78629 4.51460
H -0.05767 -1.63879 2.81523
H -2.17518 1.30653 -4.99366
H 1.41971 3.68313 -3.79248
H 3.92075 3.49491 -3.42697
H 4.75055 1.65521 -1.94492
H 3.14537 -0.06237 -1.16602
C 0.05920 3.68349 3.84328
C -0.90698 2.75561 3.10275
C -1.07575 1.42230 3.84621
P -0.43339 2.43626 1.35264
C -0.97596 3.86380 0.31762
C -2.28300 3.46019 -0.38978
C -1.14217 5.17917 1.05001
C 1.39777 2.44535 1.33553
C 2.08098 3.66422 1.36419
C 3.46785 3.69759 1.42629
C 4.22121 2.55168 1.39402
C 3.58338 1.31552 1.31855
C 2.16122 1.23545 1.29570
N 1.50958 0.02787 1.13786
C 2.13990 -1.15644 1.49580
C 2.91754 -1.26195 2.67582
C 3.60711 -2.42757 2.97546
C 3.55468 -3.49633 2.10648
C 2.76408 -3.46087 0.97656
C 1.96127 -2.33446 0.70406
P 0.82395 -2.48193 -0.74726
C -0.49154 -3.69042 -0.32959
C -1.48989 -3.85202 -1.47676
C -0.04392 -5.01750 0.23036
C 1.86521 -2.98279 -2.15294
C 1.95490 -4.46298 -2.42737
C 1.39964 -2.23860 -3.41076
H -0.31567 3.83166 4.85796
H 0.15632 4.65891 3.38013
H 1.06049 3.26590 3.92488
H -1.89294 3.23681 3.06333
H -0.16022 0.84883 3.82693
H -1.87944 0.81053 3.43375
H -1.29814 1.60197 4.90438
H -0.19750 3.97974 -0.45510
H -3.13373 3.38680 0.29755
H -2.23082 2.50758 -0.91744
H -2.53193 4.21527 -1.14299
H -1.91604 5.11051 1.79526
H -1.45121 5.95156 0.33260
H -0.22057 5.51556 1.51386
H 1.51033 4.57895 1.37992
H 3.94134 4.67126 1.45995
H 5.29456 2.60164 1.40529
H 4.16760 0.40860 1.28402
H 3.05260 -0.41382 3.33911
H 4.19736 -2.50821 3.87558
H 4.12014 -4.38838 2.30124
H 2.73059 -4.29090 0.29331
H -1.02791 -3.15507 0.47866
H -1.06614 -4.41383 -2.30476
H -1.84453 -2.88995 -1.85260
H -2.36727 -4.38647 -1.12573
H 0.45542 -5.66210 -0.48351
H -0.91025 -5.56515 0.59747
H 0.62053 -4.90582 1.07906
H 2.84813 -2.58864 -1.86525
H 1.01470 -4.91292 -2.70620
H 2.34088 -5.01980 -1.58061
H 2.65106 -4.63696 -3.25274
H 0.45875 -2.64793 -3.80629
H 2.16021 -2.33608 -4.18718
H 1.24482 -1.16777 -3.24139

Cartesian forces, eV/Å:
Tb 1.677 0.140 0.043
Cl 0.390 0.123 0.036
C -0.511 -0.418 0.821
C 0.390 0.522 -0.648
C -0.385 -1.018 1.279
N 0.130 0.089 -0.265
C -2.609 0.518 -0.942
O 1.617 -0.338 -0.047
C 0.568 -0.251 1.399
C 0.408 0.374 -0.862
C 0.378 0.268 -0.071
C -0.191 -0.046 -0.036
C 0.138 0.134 -0.008
N -0.612 -0.330 -0.188
C 2.596 0.173 0.430
C -1.501 0.115 -0.782
C 1.217 0.611 -0.588
Cl -0.090 -0.032 -0.028
N -3.895 -1.442 0.956
C 4.056 2.097 -1.183
O -1.129 -0.047 -0.114
C -2.458 1.180 -0.979
C 1.031 -0.462 0.430
C -1.330 1.556 -1.022
C 0.985 -1.346 0.606
C 0.086 0.331 0.463
N -0.290 -2.055 0.739
H 0.077 0.175 0.036
H 0.132 -0.092 -0.043
H -0.243 -0.167 0.221
H 0.108 -0.070 0.129
H 0.072 0.018 -0.133
H -0.067 -0.228 0.257
H 0.064 0.045 -0.293
H -0.112 -0.031 0.236
H -0.142 -0.172 -0.248
H 0.022 0.175 0.274
C -0.195 -0.122 0.313
C -0.131 0.042 0.269
C -0.189 0.325 0.251
P 0.657 -0.647 -0.340
C -0.020 -0.263 -0.305
C -0.170 0.396 -0.117
C 0.055 0.467 -0.656
C 0.420 0.049 -0.027
C 0.307 -0.759 0.152
C -0.464 1.468 -0.204
C -0.564 -1.260 -0.005
C -0.407 0.865 0.219
C 0.035 -0.099 0.181
N -0.689 -0.527 -0.079
C -0.554 0.263 -0.294
C 0.391 -0.448 -0.028
C -0.426 0.561 -0.141
C 0.232 -0.882 -0.407
C -0.565 1.013 0.473
C 0.428 -0.745 -0.200
P -0.089 1.672 1.001
C -0.122 0.002 0.312
C 0.061 0.247 -0.019
C -0.162 -0.529 0.428
C -0.131 0.352 -0.417
C 0.795 -0.434 -0.091
C -0.099 0.202 -0.249
H -0.007 0.065 0.046
H -0.051 0.085 -0.058
H 0.019 -0.168 -0.074
H 0.080 -0.023 -0.081
H 0.381 -0.248 -0.144
H 0.046 0.119 -0.040
H -0.055 0.082 -0.119
H -0.123 -0.154 0.202
H 0.155 0.049 0.093
H 0.181 0.012 0.023
H -0.027 -0.060 0.077
H -0.303 0.019 0.423
H 0.045 -0.099 0.154
H -0.024 0.098 0.059
H 0.145 0.154 -0.040
H 0.127 -0.041 0.019
H 0.290 0.009 0.022
H 0.001 -0.030 -0.100
H -0.267 0.068 -0.205
H 0.060 0.120 0.111
H 0.257 -0.226 0.141
H 0.045 -0.284 0.056
H 0.271 -0.230 -0.300
H 0.028 -0.041 -0.122
H 0.086 0.050 -0.056
H -0.118 -0.189 0.087
H 0.041 -0.004 -0.280
H -0.176 -0.124 -0.003
H 0.129 0.132 0.157
H -0.061 -0.118 -0.087
H -0.396 0.018 -0.104
H 0.070 -0.115 0.130
H -0.052 0.016 -0.029
H 0.187 -0.009 0.148
H -0.035 -0.069 -0.089
H 0.074 -0.168 0.090

LUMO (spin up / spin down)	-0.513 / -2.531	eV
ΔE to the lowest compared entry with this formula, charge and spin	68.2	kJ/mol
HOMO level (spin up / spin down)	-4.44 / -6.87	eV
HOMO-LUMO gap (spin up / spin down)	3.93 / 4.34	eV
2S+1	7
⟨S²⟩	12.702

Below is 4 unconnected molecules or ions with the total composition C21H28N7O at a distorted geometry, with properties calculated with ωB97M-V with the def2-TZVPD basis set.

Positions of all 57 atoms, in Å:
N -0.02889 -1.78344 0.05608
C -0.22611 -0.50794 0.21288
N -1.24235 0.10351 -0.50457
C -1.81381 1.30943 0.13959
C -2.96079 1.84493 -0.71692
C -3.90652 0.87985 -1.32903
O -4.25783 1.69038 -0.21783
N 0.64128 0.14045 1.08911
C 1.66437 0.83586 0.30724
C 1.69409 2.22143 0.30815
C 2.67090 2.84920 -0.45275
C 3.53168 2.02277 -1.16191
C 3.42858 0.64524 -1.07332
N 2.49366 0.04596 -0.33581
H -0.22047 -2.20584 -0.84320
H 0.22419 -2.38986 0.82802
H -0.96382 0.34112 -1.45440
H -1.09017 2.12200 0.18913
H -2.24561 1.05950 1.10508
H -2.74266 2.74647 -1.27850
H -4.27492 1.24554 -2.27815
H -3.82818 -0.16893 -1.09460
H 0.17853 0.78313 1.72208
H 0.99048 2.79591 0.89189
H 2.73738 3.92498 -0.50854
H 4.31711 2.44335 -1.77376
H 4.11578 0.02287 -1.62665
N 0.23214 -4.77062 3.16978
C -0.39646 -5.97195 3.00488
C 0.15401 -6.59299 1.91495
C 1.16029 -5.73326 1.40127
C 1.18842 -4.61890 2.19979
H 0.02536 -4.10395 3.89116
H -1.17894 -6.28432 3.67458
H -0.12987 -7.55768 1.53059
H 1.79335 -5.91443 0.54879
H 1.80781 -3.73635 2.16442
N -3.68915 -2.95214 3.65453
C -3.77862 -2.64479 2.32825
C -2.82741 -1.69815 2.05689
C -2.13540 -1.42791 3.27239
C -2.69392 -2.22250 4.23951
H -4.27358 -3.61475 4.13194
H -4.50614 -3.12079 1.69421
H -2.65709 -1.25031 1.09390
H -1.32713 -0.73001 3.42784
H -2.47216 -2.32331 5.28798
N 3.08492 4.56712 -3.64992
C 1.86513 5.19308 -3.64708
C 1.74752 5.88503 -4.82098
C 2.94065 5.66754 -5.56271
C 3.74486 4.85134 -4.81595
H 3.43967 3.99243 -2.91304
H 1.18994 5.09407 -2.81377
H 0.90224 6.48253 -5.11748
H 3.17922 6.06706 -6.53348
H 4.72444 4.45105 -5.01259

Cartesian forces, eV/Å:
N 0.143 0.106 -0.651
C -0.084 -0.493 -0.129
N 0.704 0.666 0.273
C -0.490 0.724 -0.733
C 0.513 -1.187 -0.202
C 0.474 1.005 0.090
O -0.331 0.360 0.159
N -0.686 0.242 0.855
C -0.128 -0.408 0.436
C 0.077 0.296 -0.007
C -0.105 -0.788 -0.004
C 0.391 0.385 -0.122
C -0.205 0.265 0.025
N 0.051 0.033 -0.312
H -0.839 -0.327 0.303
H 1.042 0.111 -0.074
H -0.213 -0.451 -0.202
H 0.202 -0.095 0.426
H 0.264 -0.120 0.198
H -0.153 0.195 0.149
H -0.486 -0.541 -0.088
H -0.031 -0.177 -0.264
H -0.076 0.122 -0.156
H -0.076 0.020 0.042
H 0.029 0.087 0.072
H 0.083 -0.025 -0.004
H 0.002 -0.195 0.042
N 0.002 -0.024 -0.034
C -0.014 0.053 0.001
C -0.019 -0.001 -0.018
C -0.060 0.034 -0.061
C -0.119 0.290 -0.064
H -0.008 -0.004 0.016
H 0.001 -0.022 0.000
H 0.011 -0.012 0.006
H 0.032 -0.023 0.022
H 0.113 -0.069 0.075
N 0.062 -0.005 -0.022
C -0.013 -0.039 0.076
C 0.072 0.007 0.032
C 0.057 -0.021 -0.106
C -0.005 -0.057 0.022
H -0.014 0.000 0.007
H -0.008 0.020 -0.011
H -0.100 -0.015 -0.067
H -0.014 0.006 0.049
H -0.014 0.041 0.012
N -0.064 0.059 -0.090
C 0.022 -0.042 0.046
C -0.011 -0.009 -0.014
C -0.009 -0.001 -0.009
C -0.002 -0.004 0.029
H 0.024 -0.027 -0.002
H -0.006 0.028 0.002
H 0.000 0.008 -0.004
H 0.000 0.004 -0.006
H 0.010 0.017 -0.010

LUMO	-4.248	eV
HOMO level	-10.31	eV
HOMO-LUMO gap	6.06	eV
2S+1	1
total charge	+1